Record 1
The following is a DFT calculation (ωB97M-V/def2-TZVPD) of a structure of composition C36H38BN6O3RuS.

As for the HOMO energy (alpha / beta): -15.874 / -15.874 eV. The total charge is +3. The calculation puts the energy above the lowest of the compared OMol25 structures with the same formula, charge and spin at 1.368 eV. The value obtained for the calculated total energy is -2466.04352 Eh. For the LUMO energy (alpha / beta), the calculation gives -10.30 / -10.42 eV.

Cartesian coordinates (Å):
H 4.909 -1.587 -1.215
H 5.398 -4.069 2.355
H 2.164 2.499 -0.938
H -1.076 -2.247 -1.276
C 1.724 -3.556 7.882
C 2.204 0.538 5.846
C 1.287 -1.550 -2.460
N -1.117 1.302 0.890
C 0.278 1.937 6.647
C -1.818 0.910 -2.283
C -0.918 2.354 1.690
H 1.952 -2.791 -4.071
C 3.555 -2.306 -2.733
N 0.356 1.760 -1.605
C -2.370 0.901 0.632
H 3.854 -5.660 1.303
H 3.113 1.002 8.261
O 3.379 0.316 5.786
C 1.385 2.616 -1.681
C 1.502 1.307 6.880
O 2.125 -0.881 2.149
H 3.133 -0.322 -0.047
N -1.506 -0.204 -1.367
C 2.147 1.467 8.111
C 2.758 -2.074 1.986
C 3.522 -4.645 1.473
C 1.448 3.600 -2.644
H 0.113 2.642 1.858
N 1.617 -0.896 -1.337
C 3.894 -1.601 -1.586
O 0.680 -2.368 1.172
H 2.303 -2.874 8.505
C 0.275 -0.619 4.642
C -1.965 3.042 2.273
C 1.870 -2.979 1.380
C -1.269 -1.494 -2.042
H -1.245 3.197 7.466
S -0.591 -0.792 3.112
H -1.768 3.887 2.917
H 0.882 -3.927 8.467
H -1.477 2.860 -4.173
H -0.134 3.427 9.654
C 0.352 -1.670 6.907
H -2.646 1.493 -1.873
N -0.304 -1.190 5.674
C 1.248 -2.874 6.604
C -0.650 2.806 -3.477
C 4.409 -3.733 2.075
C -0.654 1.850 -2.473
H 0.687 -3.589 5.994
C -0.105 -1.449 -3.030
H -1.188 -1.635 5.469
H -0.201 1.863 5.677
H -0.149 -0.526 -3.618
H -2.151 0.529 -3.251
C 1.552 2.214 9.111
C -0.301 2.699 7.646
H 1.934 0.121 3.848
H -4.108 3.167 2.428
H 2.359 -4.403 7.631
B 0.815 -1.047 1.646
H -0.234 -2.263 -3.741
H 2.046 2.323 10.066
C 2.901 -0.911 -0.929
C -3.265 2.637 2.005
H 1.552 -4.991 0.661
C 0.328 2.831 8.878
C -2.483 -0.306 -0.261
H 0.927 -0.872 7.367
H 4.302 -2.859 -3.286
H 0.434 4.441 -4.345
C 4.048 -2.423 2.336
Ru 0.310 0.176 -0.111
H 4.726 -1.720 2.802
H -3.508 -0.415 -0.628
H -4.467 1.204 0.932
H 2.283 4.285 -2.676
C 2.240 -4.285 1.106
C 0.414 3.689 -3.567
H -0.439 -1.949 7.600
N 1.403 0.083 4.707
H -2.172 -1.791 -2.587
C -3.469 1.549 1.167
C 2.244 -2.268 -3.170
H -2.245 -1.201 0.323
H 2.111 -2.541 6.019

Atom charges from the Löwdin analysis, given in e for atoms 1 to 6:
1 H 0.129
2 H 0.128
3 H 0.120
4 H 0.131
5 C -0.080
6 C -0.367

Record 2
The following is a DFT calculation (ωB97M-V/def2-TZVPD) of an isolated molecule of CH3NSSi.

As for the SMILES: [SiH3]N=C=S. As for the HOMO energy: -9.508 eV. The calculation puts the energy above the lowest of the compared OMol25 structures with the same formula, charge and spin at 0.301 eV. The value obtained for the calculated total energy is -782.33062 Eh. For the LUMO energy, the calculation gives 0.45 eV.

Cartesian coordinates (Å):
H -0.867 -1.505 -0.810
N 0.431 0.631 0.457
C 1.614 0.448 0.189
Si -1.036 -0.176 -0.078
H -1.647 0.936 -0.829
H -1.624 -0.332 1.170
S 3.130 -0.001 -0.099

Atom charges from the Löwdin analysis, given in e for atoms 1 to 6:
1 H -0.059
2 N -0.148
3 C -0.847
4 Si 0.595
5 H -0.074
6 H -0.109

Record 3
The following is a DFT calculation (ωB97M-V/def2-TZVPD) of a structure of composition C22H29GeN6O6PtS.

As for the HOMO energy (alpha / beta): -9.932 / -11.781 eV. As for the expectation value of S²: 2.032. The total charge is +1. The calculation puts the energy above the lowest of the compared OMol25 structures with the same formula, charge and spin at 0.000 eV. The value obtained for the calculated total energy is -4229.74525 Eh. For the LUMO energy (alpha / beta), the calculation gives -3.28 / -5.82 eV. The spin multiplicity is 3.

Cartesian coordinates (Å):
H -0.689 4.855 0.424
N 1.948 -0.815 2.293
O -0.657 1.988 -2.166
C 1.070 4.320 2.393
Ge -1.602 2.925 -0.754
S 2.254 0.128 -0.229
C -1.393 -2.003 2.072
H -3.516 0.653 1.784
H -2.328 -3.002 3.742
H 4.357 -0.326 2.645
C -0.226 3.878 0.255
O -0.338 2.307 -8.376
C -3.560 -3.051 1.992
H 0.603 4.032 -0.439
C -3.656 -2.670 0.640
O 1.072 -2.968 -5.482
O -0.567 -0.238 -1.844
N 0.729 -1.017 1.863
H 0.768 6.045 3.677
C -0.516 0.787 -2.558
C -2.628 -1.949 0.068
H -1.988 2.372 4.019
C -0.280 0.603 -4.017
H -1.831 1.156 1.787
C -0.282 1.426 -6.250
C 0.169 0.217 -6.740
C 0.389 -0.797 -5.829
C -3.033 2.582 3.774
N -0.532 2.533 -7.202
H -0.559 2.940 2.190
C 2.760 -0.263 1.397
H -2.242 3.861 -1.784
H -3.895 2.066 -0.292
N -1.533 -1.602 0.742
O 1.051 -2.221 -7.509
H -0.340 5.988 2.312
H -4.269 2.966 2.052
O -0.914 3.586 -6.734
H -2.789 0.725 -0.551
C -0.188 -1.702 2.668
Pt 0.110 -0.605 0.087
H -0.851 2.608 -4.568
C 0.168 -0.629 -4.478
N 4.015 0.026 1.765
H 4.683 0.303 1.068
C -3.225 2.726 2.270
H 1.626 3.793 3.171
H -4.519 -2.932 0.046
N 0.880 -2.105 -6.316
C 0.180 5.374 3.051
H 0.908 2.432 1.368
H -2.623 3.570 1.908
H -3.321 3.498 4.292
H 0.352 -1.445 -3.796
H -0.572 4.897 3.686
C -2.445 -2.718 2.704
C 0.276 3.293 1.578
H -3.643 1.768 4.170
H 0.090 -1.983 3.673
H 1.804 4.808 1.744
C -0.506 1.643 -4.907
C -2.917 1.666 -0.015
H 0.345 0.073 -7.796
C -2.839 1.465 1.500
H -4.360 -3.612 2.454
H -2.670 -1.630 -0.966

Atom charges from the Löwdin analysis, given in e for atoms 1 to 6:
1 H 0.064
2 N 0.037
3 O -0.118
4 C -0.254
5 Ge 1.059
6 S 0.634